[1]
Below is C18H27BrF6IrN5O6S4Si as an isolated structure in a non-equilibrium geometry, with properties calculated with ωB97M-V with the def2-TZVPD basis set.

Last column: Mulliken charge in e.
Geometry (Å):
Ir1 -0.14645 -1.13456 1.16456  1.358
C1 4.65547 -0.34468 -1.07743  -1.402
C2 3.97832 -1.53647 -0.51825  1.227
N1 4.52638 -2.67759 -0.24869  -0.877
N2 3.50624 -3.43594 0.25794  0.272
C3 2.34316 -2.78381 0.31917  0.082
S1 0.82632 -3.27208 0.86778  -0.532
N3 2.64472 -1.56254 -0.17943  0.651
N4 1.65451 -0.59701 -0.35233  -0.564
H1 5.67884 -0.60671 -1.33036  0.366
H2 4.67060 0.46669 -0.34733  0.314
H3 4.14249 0.00572 -1.97417  0.344
H4 3.68023 -4.37279 0.57726  0.175
H5 1.14674 -0.79929 -1.23179  0.428
H6 2.05303 0.33319 -0.31747  0.073
C4 -3.13979 0.06459 1.67291  -0.900
S2 -1.54713 0.79706 1.24257  0.389
C5 -1.31139 1.85281 2.67758  -1.010
H7 -3.05495 -0.52211 2.58179  0.279
H8 -3.43906 -0.56542 0.84015  0.215
H9 -3.85967 0.87265 1.79982  0.425
H10 -2.08783 2.61609 2.67545  0.487
H11 -0.33299 2.31478 2.58724  0.277
H12 -1.34855 1.26100 3.58949  0.258
Br1 -6.16015 0.01946 -2.70088  -0.195
C6 -4.67848 -1.12563 -2.99118  -0.224
C7 -4.73604 -2.07970 -3.99316  -0.430
C8 -3.63663 -2.90083 -4.20306  -0.607
C9 -2.49521 -2.76200 -3.42918  -0.377
C10 -2.46332 -1.81366 -2.41641  0.368
C11 -3.55828 -0.99011 -2.19039  -0.192
C12 -1.22497 -1.63195 -1.58793  0.657
O1 -0.12966 -1.54575 -2.14337  -0.796
O2 -1.47473 -1.54403 -0.32648  -0.641
H13 -5.62456 -2.17655 -4.60110  0.408
H14 -3.67326 -3.64955 -4.98333  0.389
H15 -1.62714 -3.38283 -3.60565  0.458
H16 -3.53240 -0.24488 -1.40664  0.381
C13 0.26081 2.87569 -4.29086  -0.956
Si1 0.04076 3.51799 -2.54448  -0.171
C14 -1.70589 4.17437 -2.33897  -0.940
C15 1.28044 4.86949 -2.16408  -0.967
C16 0.28631 2.10646 -1.36834  -0.105
H17 -0.04948 3.62255 -5.02518  0.322
H18 -0.34261 1.97958 -4.45214  0.290
H19 1.30193 2.61806 -4.49434  0.293
H20 -1.86876 5.04146 -2.98387  0.299
H21 -1.89936 4.47907 -1.30883  0.301
H22 -2.44353 3.41498 -2.60751  0.295
H23 1.09512 5.75210 -2.78003  0.313
H24 2.30234 4.53733 -2.35822  0.282
H25 1.22051 5.17752 -1.11802  0.294
H26 -0.18859 1.14742 -1.55084  -0.133
H27 0.76732 2.18911 -0.39730  0.366
F1 3.89837 -1.17620 2.65394  -0.174
C17 3.54234 -0.54024 3.77887  0.437
F2 3.83781 -1.30867 4.81548  -0.215
F3 4.24609 0.58835 3.85735  -0.222
S3 1.74929 -0.11608 3.74444  1.032
O3 1.62537 0.69568 2.55913  -0.679
O4 1.45218 0.46727 5.01555  -0.606
N5 1.18776 -1.58743 3.51095  -0.523
S4 -0.19686 -2.09897 4.13350  1.072
O5 -0.35919 -3.47703 3.80980  -0.637
O6 -1.26782 -1.17404 3.86001  -0.639
C18 -0.02265 -2.06898 5.99743  0.439
F4 -0.53633 -0.96231 6.51186  -0.192
F5 1.25334 -2.17895 6.35294  -0.206
F6 -0.69145 -3.11116 6.48406  -0.209

Calculated values
HOMO level (alpha / beta) in eV: -6.27 / -6.27
Energy in eV: -179240.50963
Frontier orbital gap (alpha / beta) in eV: 3.3934 / 3.3949
Maximum force in eV/Å: 1.19
ΔE to the lowest compared entry with this formula, charge and spin in eV: 5.8608

***

[2]
Below is a 2-piece molecular cluster, C5H13NO overall in a non-equilibrium geometry, with properties calculated with ωB97M-V with the def2-TZVPD basis set.

Last column: Mulliken charge in e.
Geometry (Å):
C1 -0.83404 -1.85818 -0.54190  -0.648
C2 -1.49225 -0.58064 -1.14317  -0.585
C3 -0.73919 0.71126 -1.12626  -0.132
C4 -0.00303 1.26720 -0.18264  0.086
C5 0.45650 2.68918 -0.25752  -1.299
N1 -0.18849 -1.79192 0.78023  -0.606
H1 -1.53850 -2.68754 -0.55151  0.318
H2 -0.02237 -2.11796 -1.24000  0.327
H3 -1.85113 -0.88689 -2.12003  0.353
H4 -2.40177 -0.44052 -0.52253  0.249
H5 -0.86836 1.32095 -2.02241  0.229
H6 0.25293 0.68875 0.69217  0.216
H7 -0.28223 3.33364 0.21164  0.270
H8 1.46670 2.85013 0.11769  0.341
H9 0.52058 3.01090 -1.30186  0.333
H10 -0.72028 -1.18169 1.38952  0.266
H11 0.71134 -1.33991 0.65723  0.295
H12 2.61905 -1.71093 2.08676  0.328
H13 2.43937 -0.53121 3.00715  0.307
O1 2.47517 -0.74460 2.06742  -0.648

Calculated values
HOMO level in eV: -8.88
Energy in eV: -8932.46999
Frontier orbital gap in eV: 9.7054
Maximum force in eV/Å: 2.18
ΔE to the lowest compared entry with this formula, charge and spin in eV: 1.5409
SMILES string: C/C=C/CCN.O